Below is 2 unconnected molecules or ions with the total composition C5H11NOSi, with properties calculated with ωB97M-V with the def2-TZVPD basis set.

The HOMO-LUMO gap (spin up / spin down) is 0.21411 / 0.28394 Eh. Its total energy is -16769.4206 eV. As for the expectation value of S²: 2.0068. As for the energy above the lowest of the compared OMol25 structures with the same formula, charge and spin: 4.148 eV.

ORCA input file:
```
! RIJCOSX wB97M-V def2-TZVPD def2/J DEFGRID3
* xyz 0 3
C 1.601 -1.104 1.389
C 1.045 -0.357 0.361
C -2.507 -1.480 -1.207
C 0.696 1.007 0.531
C -2.807 -0.822 -0.019
N -2.970 0.018 0.770
O -3.105 0.761 1.682
Si 2.144 1.880 -0.653
H 1.842 -2.094 1.508
H 1.987 -0.626 2.243
H 0.939 -0.901 -0.539
H -1.562 -1.062 -1.718
H -2.131 -2.486 -1.144
H -3.409 -1.361 -1.760
H 0.830 1.396 1.508
H -0.325 1.102 0.013
H 3.154 0.898 -0.833
H 2.942 3.132 -0.153
H 1.637 2.099 -1.977
*
```

Results of the natural (NBO) charge analysis, in e, for atoms 1 through 5: atom 1 (C): -0.310, atom 2 (C): -0.237, atom 3 (C): -0.705, atom 4 (C): -0.747, atom 5 (C): 0.169

Below is a molecular structure, C33H30FN4O6Tc, with properties calculated with ωB97M-V with the def2-TZVPD basis set.

The HOMO-LUMO gap (spin up / spin down) is 0.26862 / 0.23504 Eh. Its total energy is -57866.8046 eV. As for the expectation value of S²: 3.7723. As for the energy above the lowest of the compared OMol25 structures with the same formula, charge and spin: 0.608 eV.

ORCA input file:
```
! RIJCOSX wB97M-V def2-TZVPD def2/J DEFGRID3
* xyz 1 4
Tc 0.771 0.505 -1.000
O 2.862 -1.011 -4.722
C 2.062 -0.303 -5.542
C 2.076 -0.655 -6.892
C 1.270 0.000 -7.797
C 0.420 1.023 -7.377
C 0.394 1.382 -6.050
C 1.214 0.740 -5.111
C 1.106 1.105 -3.700
O 1.769 0.423 -2.780
N 0.330 2.096 -3.342
N 0.306 2.204 -1.982
C 0.049 3.351 -1.430
C 0.359 3.639 -0.067
C -0.131 4.818 0.524
C 0.275 5.210 1.774
C 1.226 4.444 2.459
C 1.745 3.299 1.904
C 1.307 2.841 0.648
O 1.797 1.726 0.162
H 2.801 -0.651 -3.824
H 2.746 -1.448 -7.196
H 1.301 -0.280 -8.842
H -0.213 1.531 -8.090
H -0.257 2.168 -5.694
H -0.326 4.143 -2.071
H -0.847 5.409 -0.034
H -0.120 6.112 2.220
H 1.554 4.753 3.443
H 2.497 2.712 2.416
C -1.428 -2.696 5.727
C -0.115 -1.957 5.478
C 0.258 -0.986 6.589
C -0.765 0.139 6.690
C -1.024 0.755 5.340
C -1.548 2.023 5.239
C -1.780 2.602 3.993
F -2.310 3.828 3.950
C -1.447 1.967 2.831
C -0.887 0.685 2.907
C -0.415 0.047 1.698
O -0.540 0.665 0.582
C 0.152 -1.235 1.840
C 0.204 -1.825 3.077
N -0.187 -1.223 4.199
C -0.704 0.059 4.155
C 0.735 -1.983 0.664
O 0.608 -3.186 0.581
O 1.375 -1.233 -0.184
H -1.395 -3.182 6.702
H -1.582 -3.462 4.968
H -2.281 -2.018 5.701
H 0.686 -2.689 5.373
H 1.244 -0.564 6.379
H 0.320 -1.529 7.531
H -0.405 0.908 7.373
H -1.702 -0.240 7.105
H -1.782 2.588 6.134
H -1.595 2.436 1.869
H 0.594 -2.831 3.164
C 0.543 -3.593 -3.161
C -0.873 -2.967 -3.243
C -1.878 -3.826 -2.462
C -1.298 -2.770 -4.704
C -0.705 -1.686 -2.582
N -0.497 -0.696 -2.039
H 0.495 -4.602 -3.573
H 0.881 -3.655 -2.127
H 1.263 -3.012 -3.736
H -2.009 -4.767 -2.994
H -2.847 -3.334 -2.386
H -1.503 -4.036 -1.460
H -1.332 -3.747 -5.185
H -0.583 -2.144 -5.241
H -2.285 -2.314 -4.771
*
```

Results of the Löwdin charge analysis, in e, for atoms 1 through 5: atom 1 (Tc): 1.792, atom 2 (O): 0.074, atom 3 (C): -0.263, atom 4 (C): -0.007, atom 5 (C): -0.061

Below is a molecular structure, C25H35BBrMgN8Si2, with properties calculated with ωB97M-V with the def2-TZVPD basis set.

The HOMO-LUMO gap (spin up / spin down) is 0.32252 / 0.29270 Eh. Its total energy is -130337.5913 eV. As for the expectation value of S²: 0.7533. As for the energy above the lowest of the compared OMol25 structures with the same formula, charge and spin: 0.619 eV.

ORCA input file:
```
! RIJCOSX wB97M-V def2-TZVPD def2/J DEFGRID3
* xyz 0 2
Mg -0.800 -0.209 -0.245
C -0.102 3.424 2.044
C 0.407 2.463 1.167
N -0.547 1.615 0.803
N -1.681 2.002 1.433
C -1.436 3.087 2.184
B -2.989 1.175 1.248
N -2.795 -0.265 1.812
C -3.669 -1.025 2.495
C -3.108 -2.270 2.700
C -1.861 -2.189 2.076
N -1.680 -0.991 1.541
N -3.196 1.061 -0.279
C -3.711 1.962 -1.134
C -3.767 1.393 -2.391
C -3.241 0.113 -2.211
N -2.906 -0.098 -0.945
N -4.103 1.858 2.016
C -4.250 1.922 3.364
C -5.276 2.790 3.639
C -5.704 3.223 2.371
N -4.999 2.665 1.405
H 0.420 4.247 2.499
H 1.405 2.345 0.768
H -2.235 3.543 2.745
H -4.629 -0.634 2.785
H -3.538 -3.105 3.223
H -1.097 -2.945 1.978
H -4.023 2.928 -0.781
H -4.139 1.839 -3.296
H -3.051 -0.659 -2.940
H -3.608 1.364 4.027
H -5.662 3.061 4.606
H -6.495 3.913 2.122
Br 2.247 -1.816 -6.170
C 1.457 -1.404 -4.492
C 1.513 -2.323 -3.461
C 0.933 -1.999 -2.237
C 0.303 -0.774 -1.986
C 0.266 0.107 -3.077
C 0.826 -0.185 -4.315
H 2.001 -3.278 -3.607
H 1.005 -2.752 -1.456
H -0.220 1.077 -2.984
H 0.774 0.525 -5.131
C 3.372 -0.315 0.952
Si 4.212 0.755 -0.348
C 5.478 1.870 0.490
C 5.072 -0.374 -1.586
C 2.906 1.723 -1.237
Si 2.847 3.320 -2.175
C 4.074 4.567 -1.492
C 3.266 2.969 -3.974
C 1.106 4.032 -2.044
H 4.079 -1.021 1.394
H 2.568 -0.897 0.493
H 2.941 0.278 1.763
H 6.162 1.272 1.099
H 4.998 2.598 1.148
H 6.081 2.422 -0.233
H 5.841 -0.976 -1.095
H 5.549 0.197 -2.385
H 4.354 -1.053 -2.053
H 2.021 1.096 -1.361
H 5.104 4.210 -1.562
H 3.870 4.797 -0.444
H 4.013 5.504 -2.053
H 4.325 2.728 -4.092
H 3.047 3.835 -4.604
H 2.692 2.120 -4.352
H 1.003 4.680 -1.170
H 0.349 3.250 -1.961
H 0.870 4.633 -2.927
*
```

Results of the Löwdin charge analysis, in e, for atoms 1 through 5: atom 1 (Mg): 0.737, atom 2 (C): -0.033, atom 3 (C): -0.122, atom 4 (N): 0.006, atom 5 (N): 0.015

Below is 2 unconnected molecules or ions with the total composition C2H8S, with properties calculated with ωB97M-V with the def2-TZVPD basis set.

The HOMO-LUMO gap (spin up / spin down) is 0.43575 / 0.26077 Eh. Its total energy is -13028.4252 eV. As for the expectation value of S²: 0.7531. As for the energy above the lowest of the compared OMol25 structures with the same formula, charge and spin: 0.968 eV.

ORCA input file:
```
! RIJCOSX wB97M-V def2-TZVPD def2/J DEFGRID3
* xyz 1 2
C -1.447 1.781 -0.054
H -1.223 2.666 -0.681
H -1.598 0.915 -0.632
H -2.360 1.947 0.553
H -0.603 1.605 0.647
C 0.967 -1.870 -0.220
S 2.075 -0.400 -0.233
H -0.003 -2.268 -0.572
H 1.697 -2.648 -0.529
H 0.906 -1.857 0.818
H 1.588 0.128 0.904
*
```

Results of the natural (NBO) charge analysis, in e, for atoms 1 through 5: atom 1 (C): -0.849, atom 2 (H): 0.234, atom 3 (H): 0.202, atom 4 (H): 0.243, atom 5 (H): 0.173

> Number 2 is which compound?

C33H30FN4O6Tc

Copy entry 2 word for word.
Below is a molecular structure, C33H30FN4O6Tc, with properties calculated with ωB97M-V with the def2-TZVPD basis set.

The HOMO-LUMO gap (spin up / spin down) is 0.26862 / 0.23504 Eh. Its total energy is -57866.8046 eV. As for the expectation value of S²: 3.7723. As for the energy above the lowest of the compared OMol25 structures with the same formula, charge and spin: 0.608 eV.

ORCA input file:
```
! RIJCOSX wB97M-V def2-TZVPD def2/J DEFGRID3
* xyz 1 4
Tc 0.771 0.505 -1.000
O 2.862 -1.011 -4.722
C 2.062 -0.303 -5.542
C 2.076 -0.655 -6.892
C 1.270 0.000 -7.797
C 0.420 1.023 -7.377
C 0.394 1.382 -6.050
C 1.214 0.740 -5.111
C 1.106 1.105 -3.700
O 1.769 0.423 -2.780
N 0.330 2.096 -3.342
N 0.306 2.204 -1.982
C 0.049 3.351 -1.430
C 0.359 3.639 -0.067
C -0.131 4.818 0.524
C 0.275 5.210 1.774
C 1.226 4.444 2.459
C 1.745 3.299 1.904
C 1.307 2.841 0.648
O 1.797 1.726 0.162
H 2.801 -0.651 -3.824
H 2.746 -1.448 -7.196
H 1.301 -0.280 -8.842
H -0.213 1.531 -8.090
H -0.257 2.168 -5.694
H -0.326 4.143 -2.071
H -0.847 5.409 -0.034
H -0.120 6.112 2.220
H 1.554 4.753 3.443
H 2.497 2.712 2.416
C -1.428 -2.696 5.727
C -0.115 -1.957 5.478
C 0.258 -0.986 6.589
C -0.765 0.139 6.690
C -1.024 0.755 5.340
C -1.548 2.023 5.239
C -1.780 2.602 3.993
F -2.310 3.828 3.950
C -1.447 1.967 2.831
C -0.887 0.685 2.907
C -0.415 0.047 1.698
O -0.540 0.665 0.582
C 0.152 -1.235 1.840
C 0.204 -1.825 3.077
N -0.187 -1.223 4.199
C -0.704 0.059 4.155
C 0.735 -1.983 0.664
O 0.608 -3.186 0.581
O 1.375 -1.233 -0.184
H -1.395 -3.182 6.702
H -1.582 -3.462 4.968
H -2.281 -2.018 5.701
H 0.686 -2.689 5.373
H 1.244 -0.564 6.379
H 0.320 -1.529 7.531
H -0.405 0.908 7.373
H -1.702 -0.240 7.105
H -1.782 2.588 6.134
H -1.595 2.436 1.869
H 0.594 -2.831 3.164
C 0.543 -3.593 -3.161
C -0.873 -2.967 -3.243
C -1.878 -3.826 -2.462
C -1.298 -2.770 -4.704
C -0.705 -1.686 -2.582
N -0.497 -0.696 -2.039
H 0.495 -4.602 -3.573
H 0.881 -3.655 -2.127
H 1.263 -3.012 -3.736
H -2.009 -4.767 -2.994
H -2.847 -3.334 -2.386
H -1.503 -4.036 -1.460
H -1.332 -3.747 -5.185
H -0.583 -2.144 -5.241
H -2.285 -2.314 -4.771
*
```

Results of the Löwdin charge analysis, in e, for atoms 1 through 5: atom 1 (Tc): 1.792, atom 2 (O): 0.074, atom 3 (C): -0.263, atom 4 (C): -0.007, atom 5 (C): -0.061

> What is the formula in the second record?

C33H30FN4O6Tc